## one
Below is a 2-piece molecular cluster, C2H3ClO overall, with properties calculated with ωB97M-V with the def2-TZVPD basis set.

As for the SMILES: C=C=O.Cl. Its LUMO energy is 0.71 eV.

```
! wB97M-V def2-TZVPD RIJCOSX def2/J DEFGRID3
* xyz 0 1
C -1.44 -0.43 0.24
C -0.72 0.58 0.58
O -0.13 1.53 0.80
H -2.30 -0.67 0.82
H -1.07 -0.92 -0.65
Cl 2.38 0.34 -0.71
H 3.28 -0.43 -1.09
*
```

Löwdin charges in e: number 1, C, carries 0.005; number 2, C, carries -0.350; number 3, O, carries 0.138; number 4, H, carries 0.058; number 5, H, carries 0.067; number 6, Cl, carries 0.354; number 7, H, carries -0.272

***

## two
Below is a single C2H3ClO molecule, with properties calculated with ωB97M-V with the def2-TZVPD basis set.

Its LUMO energy (spin up / spin down) is 0.65 / 0.61 eV.

```
! wB97M-V def2-TZVPD RIJCOSX def2/J DEFGRID3
* xyz 0 1
C 0.18 0.48 -1.06
C -0.19 -0.35 0.94
O 0.58 0.23 0.12
Cl 0.54 -0.86 2.43
H -0.80 0.21 -1.41
H 0.83 1.07 -1.69
H -1.14 -0.79 0.67
*
```

Löwdin charges in e: number 1, C, carries -0.068; number 2, C, carries -0.654; number 3, O, carries -0.119; number 4, Cl, carries 0.615; number 5, H, carries 0.073; number 6, H, carries 0.068; number 7, H, carries 0.085

***

The most stable arrangement is one, and the next structure is 273.3 kJ/mol less stable.

***

## one
Below is a 2-piece molecular cluster, C6H15N2OS overall, with properties calculated with ωB97M-V with the def2-TZVPD basis set.

Its LUMO energy is -4.01 eV.

```
! wB97M-V def2-TZVPD RIJCOSX def2/J DEFGRID3
* xyz 1 1
C -2.59 0.24 -0.51
C -2.08 1.29 -1.10
C -0.56 1.57 -1.12
C 1.92 -1.15 -0.21
C 0.90 -2.01 0.48
C 1.40 0.21 -0.63
N -0.29 1.08 2.03
N 0.16 0.35 -0.99
O -0.04 -2.44 -0.54
S 2.33 1.58 -0.23
H -3.68 0.14 -0.62
H -1.88 -0.45 0.18
H -2.81 2.05 -1.51
H -0.38 2.20 -0.34
H -0.17 1.99 -1.98
H 2.23 -1.76 -1.22
H 2.77 -1.14 0.30
H 0.42 -1.53 1.23
H 1.21 -2.98 0.85
H -0.66 0.27 2.51
H 0.46 1.45 2.57
H -0.50 -0.34 -1.20
H -1.07 1.72 2.14
H -0.10 -3.36 -0.86
H 3.01 1.04 0.77
*
```

Löwdin charges in e: number 1, C, carries -0.003; number 2, C, carries -0.130; number 3, C, carries -0.183; number 4, C, carries -0.131; number 5, C, carries -0.189; number 6, C, carries -0.560; number 7, N, carries 0.052; number 8, N, carries 0.050; number 9, O, carries -0.094; number 10, S, carries 0.992; number 11, H, carries 0.080; number 12, H, carries 0.113; number 13, H, carries 0.133; number 14, H, carries 0.066; number 15, H, carries 0.109; number 16, H, carries 0.207; number 17, H, carries 0.055; number 18, H, carries 0.065; number 19, H, carries 0.138; number 20, H, carries 0.032; number 21, H, carries 0.012; number 22, H, carries 0.102; number 23, H, carries 0.046; number 24, H, carries 0.113; number 25, H, carries -0.074

***

## two
Below is a 2-piece molecular cluster, C6H15N2OS overall, with properties calculated with ωB97M-V with the def2-TZVPD basis set.

Its LUMO energy (spin up / spin down) is -5.73 / -5.73 eV.

```
! wB97M-V def2-TZVPD RIJCOSX def2/J DEFGRID3
* xyz 1 1
C 1.18 -2.54 -0.14
C 0.69 -1.44 0.27
C -2.19 -0.47 -0.89
C -1.68 1.42 0.76
C -0.05 -0.36 0.81
C -1.09 0.34 -0.13
N 4.18 0.13 0.69
N -0.17 0.99 -1.21
O 2.12 1.22 0.00
S 3.22 0.14 -0.63
H 2.04 -2.97 -0.73
H 0.56 -3.44 0.09
H -2.86 -1.07 -0.19
H -1.60 -1.05 -1.68
H -2.81 0.33 -1.33
H -0.96 2.18 1.13
H -2.56 1.94 0.25
H -2.19 1.11 1.76
H -0.43 -0.72 1.78
H 0.59 0.54 0.97
H 4.66 0.98 0.80
H 4.28 -0.52 1.41
H 1.99 2.14 -0.50
H -0.66 1.43 -1.94
H 0.45 0.26 -1.54
*
```

Löwdin charges in e: number 1, C, carries 0.090; number 2, C, carries 0.052; number 3, C, carries -0.032; number 4, C, carries -0.072; number 5, C, carries -0.124; number 6, C, carries -0.553; number 7, N, carries -0.287; number 8, N, carries 0.063; number 9, O, carries -0.549; number 10, S, carries 0.896; number 11, H, carries 0.133; number 12, H, carries 0.138; number 13, H, carries 0.110; number 14, H, carries 0.098; number 15, H, carries 0.083; number 16, H, carries 0.090; number 17, H, carries 0.112; number 18, H, carries 0.120; number 19, H, carries 0.174; number 20, H, carries 0.140; number 21, H, carries 0.024; number 22, H, carries 0.034; number 23, H, carries 0.140; number 24, H, carries 0.075; number 25, H, carries 0.048

***

The most stable arrangement is one, and the next structure is 262.4 kJ/mol less stable.